# 1
A structure of composition C31H27BrInN4O10 at a distorted geometry. Source: OMol25; level of theory: wB97M-V/def2-TZVPD.

Calculated values
Frontier orbital gap (eV): 6.2932
Charge: -1
Energy above the lowest of the compared OMol25 structures with the same formula, charge and spin (eV): 0.0000
Multiplicity: 1
Maximum force (Eh/bohr): 0.02852

Positions of all 74 atoms, in Å:
O -0.4030 3.7400 1.7121
C -0.0140 2.8204 1.0047
O -0.8006 1.8959 0.5302
In -1.3954 2.1391 -1.4827
Br -1.0082 -0.2049 -2.5894
C 1.4707 2.7039 0.7099
C 1.9379 1.9730 -0.3720
C 3.3085 1.8568 -0.5954
C 4.1938 2.4802 0.2678
C 3.7452 3.2395 1.3430
C 2.3760 3.3430 1.5471
H -3.1065 2.5076 -1.6817
H -0.3699 3.3154 -2.2949
H 1.2902 1.4674 -1.0752
H 3.6737 1.2734 -1.4317
H 5.2598 2.3631 0.0929
H 4.4553 3.7191 2.0057
H 2.0025 3.9366 2.3739
C 5.0759 -4.1233 -1.7898
C 3.9476 -4.4573 -2.5275
C 2.7598 -3.7685 -2.3327
C 2.7222 -2.7490 -1.4007
C 3.8333 -2.4066 -0.6531
C 5.0171 -3.1016 -0.8511
N 1.4677 -1.9982 -1.2059
O 0.5070 -2.3290 -1.8632
O 1.4896 -1.0863 -0.4014
H 6.0033 -4.6595 -1.9478
H 3.9933 -5.2539 -3.2582
H 1.8790 -4.0234 -2.9039
H 3.7826 -1.6079 0.0733
H 5.8954 -2.8428 -0.2748
C -6.6233 -4.3928 -4.8151
C -6.7334 -3.0237 -4.6120
C -5.5930 -2.2453 -4.4923
C -4.3528 -2.8497 -4.5788
C -4.2275 -4.2123 -4.7741
C -5.3716 -4.9848 -4.8929
N -3.1450 -2.0120 -4.4685
O -3.3201 -0.8295 -4.2708
O -2.0683 -2.5644 -4.5758
H -7.5154 -4.9986 -4.9139
H -7.7095 -2.5605 -4.5507
H -5.6749 -1.1792 -4.3372
H -3.2548 -4.6772 -4.8388
H -5.2855 -6.0518 -5.0488
C -6.1538 -0.6855 1.3984
C -6.4487 -1.9334 1.9348
C -6.2805 -3.0762 1.1698
C -5.8153 -2.9477 -0.1262
C -5.5231 -1.7127 -0.6789
C -5.6948 -0.5749 0.0927
N -5.6077 -4.1538 -0.9417
O -5.8780 -5.2345 -0.4503
O -5.1779 -3.9888 -2.0628
H -6.2791 0.2042 2.0016
H -6.8058 -2.0158 2.9525
H -6.5068 -4.0480 1.5831
H -5.1599 -1.6298 -1.6932
H -5.4641 0.3962 -0.3239
C 3.9212 6.3247 5.4794
C 4.7701 6.9138 6.4079
C 6.0103 6.3542 6.6684
C 6.3834 5.2091 5.9879
C 5.5483 4.6049 5.0650
C 4.3083 5.1703 4.8125
N 7.7093 4.6261 6.2463
O 8.4128 5.1685 7.0769
O 8.0265 3.6396 5.6142
H 2.9551 6.7665 5.2735
H 4.4662 7.8123 6.9275
H 6.6730 6.8092 7.3894
H 5.8529 3.7082 4.5452
H 3.6437 4.7131 4.0919

---

# 2
A structure of composition C31H27CoN4O4S. Source: OMol25; level of theory: wB97M-V/def2-TZVPD.

Calculated values
Frontier orbital gap (alpha / beta) (eV): 6.5041 / 6.4793
Charge: -1
Energy above the lowest of the compared OMol25 structures with the same formula, charge and spin (eV): 0.0300
Multiplicity: 2
⟨S²⟩: 0.91
Maximum force (Eh/bohr): 0.01124

Positions of all 68 atoms, in Å:
Co -1.1794 -1.3672 -1.8114
O -1.8836 -2.0155 0.1586
C -2.7376 -1.2960 0.7742
C -2.6819 -1.1452 2.1947
C -3.6075 -0.4068 2.8893
C -4.6679 0.2385 2.2358
C -4.7503 0.1178 0.8660
C -3.8126 -0.6063 0.1195
C -3.9830 -0.6329 -1.3152
N -3.1314 -1.0594 -2.1613
C -3.4352 -1.0578 -3.5788
C -2.3903 -0.2514 -4.3704
N -1.0933 -0.3771 -3.7361
C -0.2069 0.5115 -3.9172
C 1.1040 0.5207 -3.2900
C 1.9736 1.5501 -3.6764
C 3.2542 1.6697 -3.1850
C 3.6938 0.7094 -2.2656
C 2.8687 -0.3073 -1.8547
C 1.5297 -0.4477 -2.3221
O 0.8126 -1.4044 -1.8489
H -1.8715 -1.6492 2.7088
H -3.5208 -0.3307 3.9690
H -5.4007 0.8087 2.7911
H -5.5611 0.6054 0.3313
H -4.9403 -0.2432 -1.6851
H -4.4392 -0.6596 -3.7682
H -3.4055 -2.0966 -3.9130
H -2.6889 0.8019 -4.4521
H -2.3409 -0.6640 -5.3828
H -0.4078 1.3619 -4.5875
H 1.6073 2.2743 -4.3988
H 3.9004 2.4777 -3.5009
H 4.6992 0.7707 -1.8624
H 3.2075 -1.0454 -1.1363
C 0.2539 0.9314 4.4325
O 0.7443 -0.0545 3.5427
C 2.0668 -0.3085 3.5241
C 2.9604 0.0660 4.5182
C 4.2974 -0.3066 4.4263
C 4.7508 -1.0492 3.3507
C 3.8635 -1.3959 2.3383
C 2.5369 -1.0138 2.4047
N 1.6266 -1.3886 1.3840
C 0.7884 -0.6383 0.6679
C 0.7414 0.7337 0.4718
C 1.6892 1.6732 0.9879
C 1.5314 3.0094 0.8310
C 0.3808 3.4951 0.1401
C -0.5167 2.6509 -0.4180
C -0.3431 1.2139 -0.3666
O -1.1197 0.5017 -1.0481
H -0.7887 1.0759 4.1624
H 0.7991 1.8702 4.3068
H 0.3204 0.5974 5.4718
H 2.6114 0.6311 5.3709
H 4.9823 -0.0145 5.2119
H 5.7889 -1.3448 3.2838
H 4.2018 -1.9449 1.4682
H 1.5187 -2.3809 1.2331
H 0.0255 -1.2369 0.1875
H 2.5733 1.3046 1.4885
H 2.2714 3.7036 1.2066
H 0.2378 4.5660 0.0450
H -1.3763 3.0087 -0.9701
S -1.3496 -5.8657 -3.2838
C -1.3025 -4.2853 -2.8382
N -1.2790 -3.1591 -2.5499

---

# 3
A structure of composition C31H27N5O2RuS2 at a distorted geometry. Source: OMol25; level of theory: wB97M-V/def2-TZVPD.

Calculated values
Frontier orbital gap (alpha / beta) (eV): 5.5068 / 4.9585
Charge: +3
Multiplicity: 2
⟨S²⟩: 0.76
Maximum force (Eh/bohr): 0.03612

Positions of all 68 atoms, in Å:
Ru -0.0010 0.5902 -0.0840
C 4.3122 1.5474 -0.4004
O 3.4818 2.7552 -0.2619
C 2.2420 2.3457 -0.2160
N 2.0099 1.0793 -0.2264
C 3.3074 0.3766 -0.2442
C 3.3980 -0.6578 -1.3356
C 2.7086 -0.5093 -2.5386
C 2.8586 -1.4465 -3.5453
C 3.6994 -2.5461 -3.3578
C 4.3924 -2.6960 -2.1583
C 4.2421 -1.7601 -1.1523
C 1.1039 3.2875 -0.1806
C 1.1166 4.6691 -0.2943
C -0.1059 5.3306 -0.3177
C -1.3010 4.6176 -0.2597
C -1.2220 3.2405 -0.1465
N -0.0444 2.6153 -0.0837
C -2.3227 2.2578 -0.1700
N -2.0722 0.9845 -0.1994
C -3.3624 0.3084 -0.4382
C -4.3898 1.4445 -0.1694
O -3.5695 2.6461 -0.2324
C -3.6146 -0.9122 0.3817
C -3.0010 -1.1038 1.6389
C -3.3187 -2.2047 2.3856
C -4.2613 -3.1453 1.8938
C -4.8745 -2.9636 0.6382
C -4.5484 -1.8674 -0.1113
H 5.0747 1.5955 0.3696
H 4.7613 1.5892 -1.3898
H 3.4202 -0.1131 0.7274
H 2.0867 0.3620 -2.7081
H 2.3460 -1.3133 -4.4901
H 3.8280 -3.2717 -4.1507
H 5.0563 -3.5385 -2.0159
H 4.7852 -1.8819 -0.2213
H 2.0527 5.2065 -0.3723
H -0.1306 6.4090 -0.4049
H -2.2592 5.1171 -0.3125
H -3.4004 0.0228 -1.4957
H -4.8270 1.4039 0.8265
H -5.1623 1.5312 -0.9259
H -2.2957 -0.3707 2.0061
H -2.8715 -2.3606 3.3586
H -4.5166 -4.0108 2.4932
H -5.5954 -3.6860 0.2797
H -5.0094 -1.7138 -1.0804
C 0.0449 2.2216 3.1933
C 0.4440 0.8000 2.9862
N 0.3379 0.0987 1.8734
C 0.7250 -1.2302 2.0657
C 1.1400 -1.5091 3.3230
S 1.0412 -0.1147 4.2969
C 0.5935 -2.1049 0.9077
C 0.8141 -3.4352 0.7658
S 0.4342 -3.9170 -0.8284
C -0.0072 -2.3191 -1.2379
N 0.1331 -1.4814 -0.2392
C -0.5025 -1.9326 -2.5884
H -0.0548 2.7468 2.2498
H 0.7754 2.7429 3.8113
H -0.9117 2.2644 3.7181
H 1.4967 -2.4476 3.7172
H 1.1801 -4.1422 1.4936
H 0.0349 -2.4654 -3.3713
H -0.3617 -0.8643 -2.7512
H -1.5634 -2.1708 -2.6933

---

# 4
A cluster of 2 separate species, C31H27NO6 in total at a distorted geometry. Source: OMol25; level of theory: wB97M-V/def2-TZVPD.

Calculated values
Frontier orbital gap (eV): 3.3594
Charge: 0
Energy above the lowest of the compared OMol25 structures with the same formula, charge and spin (eV): 0.3148
Multiplicity: 1
Maximum force (Eh/bohr): 0.04937

Positions of all 65 atoms, in Å:
C -0.1347 -3.7239 3.5039
C 1.0245 -3.4095 2.5640
C 2.3609 -3.8097 3.2049
O 0.9438 -4.1670 1.3371
C -0.1276 -3.8312 0.5321
O -0.7168 -4.7167 -0.0644
C -0.4688 -2.4265 0.4696
C -1.7116 -2.1309 -0.2447
C -2.9982 -2.5223 0.5167
C -3.5829 -1.5870 1.3710
C -4.7639 -1.8948 2.0469
C -5.3704 -3.1469 1.8796
C -6.5965 -3.4604 2.5813
N -7.5755 -3.7180 3.1711
C -4.7784 -4.0887 1.0273
C -3.5915 -3.7789 0.3577
C 0.1398 -1.4995 1.3726
O -0.1250 -0.3006 1.4225
O 1.0833 -2.0053 2.2340
H -1.1136 -3.4871 3.0645
H -0.0963 -4.7908 3.7576
H 0.0016 -3.1580 4.4341
H 3.1817 -3.6325 2.5046
H 2.5268 -3.2371 4.1195
H 2.3339 -4.8741 3.4553
H -1.7408 -1.0561 -0.4598
H -1.6824 -2.7457 -1.1537
H -3.1087 -0.6081 1.4873
H -5.2312 -1.1476 2.6935
H -5.2567 -5.0598 0.8742
H -3.1201 -4.5192 -0.2910
C 3.0920 4.4617 3.9110
C 1.8973 3.5828 3.5192
C 1.9978 3.5082 2.0257
C 3.1189 4.2869 1.6296
O 3.8101 4.8313 2.6642
C 3.5477 4.3592 0.2973
C 2.8907 3.5981 -0.6332
C 1.7171 2.8398 -0.2994
C 0.9233 2.1440 -1.2522
C 0.8577 2.3666 -2.6544
C 0.1390 1.3985 -3.4288
C 0.1622 1.4681 -4.8104
C 0.9028 2.4988 -5.4481
O 0.9697 2.3767 -6.7986
C 0.1906 1.1628 -7.1658
C -0.3924 0.5749 -5.8749
C 1.5384 3.5145 -4.7195
C 1.4352 3.4890 -3.3529
C 1.3407 2.7415 1.0800
H 2.7869 5.3994 4.3917
H 3.8026 3.9424 4.5664
H 1.9764 2.5902 3.9782
H 0.9585 4.0389 3.8555
H 4.3917 5.0057 0.0588
H 3.2511 3.5860 -1.6641
H 0.2611 1.3751 -0.8521
H -0.4144 0.6092 -2.9252
H -0.5820 1.4740 -7.8795
H 0.8793 0.4689 -7.6652
H -0.0775 -0.4647 -5.7361
H -1.4892 0.5974 -5.9058
H 2.0834 4.2837 -5.2689
H 1.8069 4.3397 -2.7766
H 0.5216 2.0847 1.3649

---

Question: Which value of multiplicity does entry 1 give?
Answer: 1

---

Question: The highest charge belongs to which entry?
Answer: C31H27N5O2RuS2

---

Question: Look up the multiplicity of the second one.
Answer: 2

---

Question: Look up the maximum force of the second one.
Answer: 0.01124 Eh/bohr